Entry 1:
A molecular structure, C10H9Br12NO2 at a distorted geometry, computed with ωB97M-V with the def2-TZVPD basis set.

Geometry as XYZ:
```
34
Properties=species:S:1:pos:R:3
C 0.468 0.895 -0.453
Br 2.212 0.170 -1.176
Br 0.549 2.862 -0.011
Br 0.010 -0.206 1.222
H -0.341 0.660 -1.145
C 0.752 2.316 -3.029
Br 0.565 3.005 -4.892
Br 2.552 2.404 -2.298
Br -0.055 0.458 -2.828
H 0.133 2.978 -2.425
C 1.895 1.181 2.347
Br 3.005 -0.301 1.617
Br 2.636 2.983 1.715
Br 1.865 1.033 4.269
H 0.898 1.077 1.918
C -1.870 2.092 0.540
Br -1.536 3.465 1.937
Br -2.783 2.781 -1.118
Br -2.866 0.506 1.357
H -0.874 1.762 0.245
C 1.030 -3.426 0.428
C 0.886 -2.668 -0.728
C -0.203 -1.772 -0.960
C -1.187 -1.731 0.017
C -1.100 -2.581 1.117
C -0.061 -3.512 1.326
N -2.335 -0.797 -0.100
O -2.108 0.239 -0.712
O -3.321 -1.105 0.573
H 1.887 -4.057 0.618
H 1.729 -2.671 -1.403
H -0.287 -1.182 -1.860
H -1.953 -2.621 1.778
H -0.193 -4.236 2.115
```

## Properties
- Kohn-Sham gap (eV) = 5.516
- spin multiplicity = 1
- energy relative to the best compared isomer or geometry (same formula, charge and spin) (eV) = 22.349
- energy (eV) = -856584.308



Entry 2:
A molecular structure, C24H29AsCoN6O8S, computed with ωB97M-V with the def2-TZVPD basis set.

Geometry as XYZ:
```
70
Properties=species:S:1:pos:R:3
Co 0.182 -0.958 0.070
C -2.332 -0.177 3.308
C -1.224 0.054 2.298
O -1.377 -0.531 1.174
C -0.163 0.866 2.649
C 0.950 1.155 1.805
C 2.028 2.063 2.325
N 1.063 0.624 0.624
N 2.190 0.962 -0.127
C 2.311 0.117 -1.117
O 1.512 -0.848 -1.388
C 3.461 0.334 -2.045
C 4.461 1.266 -1.773
C 5.509 1.450 -2.661
C 5.574 0.705 -3.833
C 4.587 -0.232 -4.103
C 3.539 -0.420 -3.212
H -3.191 -0.614 2.799
H -2.627 0.744 3.815
H -1.985 -0.886 4.064
H -0.141 1.274 3.651
H 1.697 2.561 3.236
H 2.319 2.796 1.575
H 2.913 1.463 2.549
H 4.394 1.835 -0.856
H 6.285 2.173 -2.436
H 6.397 0.847 -4.525
H 4.636 -0.829 -5.007
H 2.775 -1.168 -3.383
O -1.145 -5.278 -0.501
As 0.211 -4.149 -0.060
O 1.501 -4.579 -0.956
O -0.602 -2.710 -0.329
C 0.337 -4.790 1.799
C -0.381 -5.945 2.119
C -0.277 -6.532 3.371
C 0.555 -5.972 4.333
C 1.267 -4.826 4.029
C 1.163 -4.239 2.774
S 2.103 -2.731 2.496
O 3.493 -3.126 2.409
O 1.792 -1.880 3.631
O 1.512 -2.291 1.230
H -1.469 -4.969 -1.353
H -1.029 -6.383 1.374
H -0.848 -7.427 3.592
H 0.641 -6.422 5.316
H 1.907 -4.355 4.765
C -0.658 0.584 -2.869
N -1.472 0.921 -4.055
C -2.686 1.591 -3.588
N -3.470 0.780 -2.652
C -2.596 0.450 -1.504
N -1.397 -0.252 -1.930
C -1.782 -1.489 -2.606
N -2.625 -1.211 -3.789
C -1.870 -0.338 -4.688
C -3.804 -0.477 -3.330
H -0.364 1.509 -2.367
H 0.246 0.058 -3.172
H -3.313 1.830 -4.454
H -2.404 2.523 -3.091
H -3.137 -0.176 -0.794
H -2.309 1.373 -0.997
H -2.326 -2.117 -1.904
H -0.879 -2.022 -2.904
H -2.487 -0.112 -5.565
H -0.971 -0.864 -5.014
H -4.362 -1.110 -2.637
H -4.440 -0.251 -4.193
```

## Properties
- Kohn-Sham gap (alpha / beta) (eV) = 5.935 / 5.903
- spin multiplicity = 2
- ⟨S²⟩ = 0.756
- total charge = -2
- energy (eV) = -159982.807



Entry 3:
C3H5N3 in the gas phase at a distorted geometry, computed with ωB97M-V with the def2-TZVPD basis set.

Geometry as XYZ:
```
11
Properties=species:S:1:pos:R:3
C -0.176 1.210 1.323
C 0.014 0.142 0.306
N -0.893 -0.782 0.030
N -0.488 -1.399 -1.062
N 0.833 -0.974 -1.362
C 1.162 0.065 -0.546
H 0.710 1.257 1.959
H -0.278 2.190 0.840
H -1.064 1.018 1.924
H -0.803 -2.354 -1.219
H 0.948 -0.441 -2.226
```

## Properties
- Kohn-Sham gap (eV) = 9.376
- spin multiplicity = 1
- energy relative to the best compared isomer or geometry (same formula, charge and spin) (eV) = 3.743
- energy (eV) = -7658.712



Entry 4:
A gas-phase ion, C9H15N3O (charge +2) at a distorted geometry, computed with ωB97M-V with the def2-TZVPD basis set.

Geometry as XYZ:
```
28
Properties=species:S:1:pos:R:3
C -1.382 -2.445 -2.107
C -1.352 -3.053 -0.843
C -0.880 -1.162 -2.259
C -0.778 -2.461 0.241
C -0.248 -0.595 -1.209
C -0.227 -1.169 0.091
C 0.072 0.855 -1.206
C 0.451 -0.504 1.232
C 0.604 3.241 1.554
N 0.000 1.372 0.101
N 1.617 1.028 -1.641
N -0.176 -0.515 2.572
O 0.831 2.408 0.402
H -1.804 -2.801 -3.046
H -1.673 -4.077 -0.574
H -1.186 -0.613 -3.157
H -0.847 -2.933 1.266
H -0.526 1.631 -1.911
H 1.468 -0.399 1.524
H 1.497 2.981 2.203
H -0.276 2.977 2.122
H 0.564 4.352 1.099
H 2.281 0.631 -0.973
H 1.737 2.028 -1.786
H 1.610 0.559 -2.563
H -0.341 -1.380 3.125
H -1.189 -0.194 2.590
H 0.154 0.236 3.152
```

## Properties
- Kohn-Sham gap (alpha / beta) (eV) = 8.351 / 7.471
- spin multiplicity = 3
- ⟨S²⟩ = 2.013
- total charge = +2
- energy (eV) = -16071.074



Entry 5:
2 unconnected molecules or ions with the total composition C2H6FNO2S at a distorted geometry, computed with ωB97M-V with the def2-TZVPD basis set.

Geometry as XYZ:
```
13
Properties=species:S:1:pos:R:3
C -1.387 -0.917 -0.077
C -0.590 -1.617 0.779
N -0.950 -0.523 -1.336
O 2.015 1.511 1.225
O -0.205 1.900 0.179
F 1.719 1.764 -1.300
S 0.960 1.135 0.048
H -2.333 -0.496 0.265
H 2.798 1.008 0.906
H 0.414 -1.787 0.500
H -1.007 -1.866 1.720
H 0.106 -0.415 -1.293
H -1.541 0.303 -1.614
```

## Properties
- Kohn-Sham gap (eV) = 8.764
- spin multiplicity = 1
- energy relative to the best compared isomer or geometry (same formula, charge and spin) (eV) = 0.463
- energy (eV) = -21307.377



Entry 6:
4 unconnected molecules or ions with the total composition C2H11NO4 at a distorted geometry, computed with ωB97M-V with the def2-TZVPD basis set.

Geometry as XYZ:
```
18
Properties=species:S:1:pos:R:3
O -2.146 0.460 -0.572
C -0.900 0.951 -0.595
C -0.017 0.447 0.625
N -0.802 0.449 1.769
H -0.349 0.943 -1.527
H 0.910 0.965 0.874
H -0.970 2.027 -0.341
H -0.362 0.911 2.550
H -1.753 0.113 1.735
H 0.270 -0.592 0.395
H 2.558 0.062 -2.037
O 1.828 0.138 -1.416
H -1.670 -1.010 -0.544
H -1.917 -2.515 -0.678
O -1.186 -1.907 -0.527
H 2.146 -0.295 -0.431
H 3.565 -0.086 1.034
O 2.625 -0.176 0.854
```

## Properties
- Kohn-Sham gap (eV) = 3.920
- spin multiplicity = 1
- energy relative to the best compared isomer or geometry (same formula, charge and spin) (eV) = 9.061
- energy (eV) = -11924.696



Entry 7:
C7H11NO2Si in the gas phase at a distorted geometry, computed with ωB97M-V with the def2-TZVPD basis set.

Geometry as XYZ:
```
22
Properties=species:S:1:pos:R:3
C 3.114 -0.461 -1.260
C 2.221 0.097 -0.734
C -0.646 0.611 -1.795
C 1.093 -0.576 2.304
C -0.365 -0.681 2.442
C 1.280 0.740 1.255
C -0.028 0.345 -0.700
N 1.126 0.379 -0.111
O -1.829 0.058 -2.073
O -0.448 1.682 -2.577
Si -2.899 -0.819 -1.256
H 3.917 -0.433 -1.907
H 1.727 -0.250 3.170
H 1.517 -1.506 1.751
H -0.854 -0.783 1.485
H -0.789 -0.006 3.031
H 0.458 1.407 1.579
H 2.255 1.102 1.547
H -1.133 1.673 -3.222
H -2.101 -1.631 -0.321
H -4.004 -1.134 -2.309
H -3.612 0.186 -0.298
```

## Properties
- Kohn-Sham gap (alpha / beta) (eV) = 7.296 / 8.049
- spin multiplicity = 1
- energy relative to the best compared isomer or geometry (same formula, charge and spin) (eV) = 5.089
- energy (eV) = -20891.635